This record from the Open Molecules 2025 dataset describes a cluster of 2 separate species, C3H12NP2 in total. The level of theory is wB97M-V/def2-TZVPD.

**Kohn-Sham gap**: 9.191 eV
**Net charge**: +1
**Energy above the lowest of the compared OMol25 structures with the same formula, charge and spin**: 84.6 kJ/mol

Each line ends with the natural charge from an NBO analysis.
Cartesian coordinates (Å):
H -0.726 -0.162 -1.744  0.241
H 2.611 -0.435 -0.779  0.020
C -1.039 1.145 1.265  -0.483
H -0.419 0.548 2.108  0.264
H 1.153 1.852 0.061  0.232
H -1.858 -2.320 -0.586  0.024
P 1.817 -1.390 0.075  -0.026
H -1.506 -1.375 1.216  0.017
H -2.058 1.012 1.434  0.245
H -0.887 2.265 1.647  0.270
H 0.058 2.690 -0.894  0.231
P -2.226 -1.187 0.073  0.379
C -1.033 -0.061 -0.732  0.007
N -0.510 0.890 -0.041  -0.283
C 0.432 1.767 -0.751  -0.414
H 2.555 -2.609 -0.240  0.055
H 0.953 1.377 -1.668  0.252
H 0.809 -1.555 -1.035  -0.030

This record from the Open Molecules 2025 dataset describes a cluster of 2 separate species, C3H12NS in total. The level of theory is wB97M-V/def2-TZVPD.

**Kohn-Sham gap**: 9.562 eV
**Net charge**: +1
**Energy above the lowest of the compared OMol25 structures with the same formula, charge and spin**: 14.0 kJ/mol

Each line ends with the natural charge from an NBO analysis.
Cartesian coordinates (Å):
H 0.994 -0.156 0.473  0.424
H -2.371 0.510 1.393  0.231
S -0.920 -0.435 -0.308  0.155
H 2.910 -0.688 -1.043  0.240
C -1.283 1.181 -1.073  -0.723
H -1.051 1.983 -0.379  0.219
C -2.178 -0.504 1.055  -0.696
H -0.637 1.230 -1.953  0.239
H 3.954 0.365 0.069  0.238
C 2.983 0.152 -0.353  -0.421
H 2.241 -1.000 1.187  0.428
H -2.333 1.215 -1.352  0.243
N 2.022 -0.088 0.779  -0.713
H -3.064 -0.969 0.634  0.242
H -1.698 -1.130 1.800  0.232
H 2.672 1.022 -0.908  0.231
H 2.175 0.588 1.524  0.431

This record from the Open Molecules 2025 dataset describes a cluster of 2 separate species, C3H12NSi in total. The level of theory is wB97M-V/def2-TZVPD.

**Kohn-Sham gap**: 9.167 eV
**Net charge**: +1
**Energy above the lowest of the compared OMol25 structures with the same formula, charge and spin**: 243.2 kJ/mol

Each line ends with the natural charge from an NBO analysis.
Cartesian coordinates (Å):
H -1.855 -0.233 -1.027  0.451
H -0.444 -1.942 -2.718  -0.080
H -3.000 -1.246 -0.598  0.448
H 1.676 2.035 -0.580  0.197
H 2.980 1.247 1.127  0.219
H -2.275 -3.690 -1.434  -0.076
H 0.843 0.008 0.547  0.188
Si -1.061 -2.632 -1.487  0.975
H -0.075 -2.952 -0.496  -0.130
C 2.069 1.633 1.415  -0.401
H 0.949 3.248 0.337  0.228
C 0.790 0.986 1.049  -0.442
C 1.268 2.203 0.306  -0.423
H -1.872 -0.908 0.311  0.459
N -1.992 -1.181 -0.701  -1.050
H -0.130 1.171 1.646  0.213
H 2.127 2.251 2.302  0.224

This record from the Open Molecules 2025 dataset describes a cluster of 3 separate species, C3H12O2S in total. The level of theory is wB97M-V/def2-TZVPD.

**Kohn-Sham gap**: 9.444 eV
**SMILES**: CCCS.O.O
**Net charge**: 0
**Energy above the lowest of the compared OMol25 structures with the same formula, charge and spin**: 175.6 kJ/mol

Each line ends with the natural charge from an NBO analysis.
Cartesian coordinates (Å):
H 2.349 0.495 2.657  0.197
C 1.055 0.110 -0.553  -0.400
H -5.091 -0.456 -0.867  0.475
H 1.777 -0.743 -0.527  0.207
H 1.266 2.157 -0.362  0.212
O -2.120 -2.580 0.348  -0.945
H -4.978 -1.978 -0.672  0.481
H -0.676 0.823 -1.849  0.212
C 1.927 1.336 -0.169  -0.482
H 0.303 -0.041 0.232  0.203
S 2.433 1.368 1.562  -0.178
H 0.131 -0.719 -2.332  0.223
H 0.945 0.808 -2.569  0.197
C 0.247 0.253 -1.890  -0.617
H -1.888 -2.184 1.192  0.462
H 2.766 1.620 -0.792  0.225
H -2.394 -1.810 -0.165  0.482
O -4.456 -1.166 -0.748  -0.954

This record from the Open Molecules 2025 dataset describes a cluster of 3 separate species, C3H12O2S2 in total. The level of theory is wB97M-V/def2-TZVPD.

**Kohn-Sham gap**: 9.005 eV
**SMILES**: CCCSS.O.O
**Net charge**: 0
**Energy above the lowest of the compared OMol25 structures with the same formula, charge and spin**: 113.3 kJ/mol

Each line ends with the natural charge from an NBO analysis.
Cartesian coordinates (Å):
C -1.298 -0.240 -0.168  -0.612
H 1.564 -1.484 0.101  0.230
C 1.214 -0.543 -0.378  -0.571
H 0.934 -0.806 -1.409  0.229
H -1.608 0.217 -1.114  0.203
C 0.110 0.162 0.332  -0.427
O 0.536 -2.267 3.009  -0.952
H 0.249 -0.040 1.428  0.226
H -2.051 0.108 0.573  0.213
H 0.600 -2.461 3.952  0.478
S 2.631 0.497 -0.496  0.102
H -2.958 1.966 -3.252  0.462
H 0.226 1.253 0.279  0.204
H -1.114 -1.319 -0.174  0.206
H 4.173 0.620 1.454  0.136
H -2.475 2.720 -4.422  0.465
O -3.267 2.643 -3.860  -0.926
S 2.964 1.190 1.400  -0.142
H -0.429 -2.213 2.743  0.476

This record from the Open Molecules 2025 dataset describes a structure of composition C3H12O2Ta. The level of theory is wB97M-V/def2-TZVPD.

**Kohn-Sham gap**: 7.514 eV
**Net charge**: -1
**Energy above the lowest of the compared OMol25 structures with the same formula, charge and spin**: 0.0 kJ/mol

Each line ends with the natural charge from an NBO analysis.
Cartesian coordinates (Å):
C 0.370 0.662 -0.800  -0.060
C 2.704 0.400 0.074  -0.632
H -2.460 1.504 0.659  -0.465
H 0.143 1.642 -0.364  0.181
H -1.803 -0.946 1.568  -0.418
H 0.875 0.157 1.202  0.169
H -3.819 0.115 -1.215  -0.406
H 0.931 0.836 -1.731  0.152
H -3.887 -0.254 1.079  -0.404
Ta -2.449 -0.247 -0.036  1.701
H -2.984 -1.976 -0.390  -0.429
O -0.852 0.010 -1.015  -0.823
H 3.131 -0.024 -0.839  0.209
H 3.310 0.094 0.933  0.199
O 1.160 -1.471 -0.029  -0.706
C 1.264 -0.072 0.198  0.064
H 2.764 1.493 0.017  0.206
H 1.602 -1.925 0.688  0.462

This record from the Open Molecules 2025 dataset describes a cluster of 3 separate species, C3H12O3 in total. The level of theory is wB97M-V/def2-TZVPD.

**Kohn-Sham gap**: 9.818 eV
**SMILES**: CO.CO.CO
**Net charge**: 0
**Energy above the lowest of the compared OMol25 structures with the same formula, charge and spin**: 278.5 kJ/mol

Each line ends with the natural charge from an NBO analysis.
Cartesian coordinates (Å):
H 0.891 0.073 1.270  0.153
H 3.242 1.835 0.589  0.181
O 0.033 -0.732 -0.274  -0.769
H -3.116 -0.629 0.862  0.152
H 1.800 1.917 -1.743  0.498
O -2.548 -1.417 -0.701  -0.737
H -1.716 -1.055 -0.512  0.485
H -0.782 -0.120 1.318  0.170
H 0.899 -0.297 -0.478  0.513
C 3.287 1.237 -0.351  -0.256
C 0.016 -0.705 1.154  -0.251
C -3.552 -0.732 -0.096  -0.230
H 0.131 -1.585 1.792  0.185
H 3.930 1.699 -1.098  0.186
O 1.943 1.265 -1.020  -0.790
H -3.675 0.254 -0.482  0.141
H 3.691 0.233 -0.049  0.195
H -4.477 -1.232 -0.183  0.174

This record from the Open Molecules 2025 dataset describes a cluster of 4 separate species, C3H12O3 in total. The level of theory is wB97M-V/def2-TZVPD.

**Kohn-Sham gap**: 9.736 eV
**SMILES**: C=CC.O.O.O
**Net charge**: 0
**Energy above the lowest of the compared OMol25 structures with the same formula, charge and spin**: 81.9 kJ/mol

Each line ends with the natural charge from an NBO analysis.
Cartesian coordinates (Å):
H 3.913 -0.464 1.952  0.472
C -1.451 -0.792 -2.165  -0.395
C -3.251 0.857 -1.543  -0.654
H -4.231 0.618 -1.940  0.220
H 2.157 -0.571 -1.469  0.463
H -3.284 1.449 -0.630  0.212
H 1.212 1.733 4.324  0.475
H 2.898 -1.408 2.358  0.478
H 2.297 -1.081 -0.010  0.491
H -1.327 -0.310 -3.116  0.181
O 1.745 1.247 3.681  -0.946
O 1.694 -0.639 -0.623  -0.961
H -2.350 -0.745 -0.299  0.188
H 2.371 1.877 3.315  0.470
H -2.719 1.514 -2.245  0.209
C -2.326 -0.310 -1.298  -0.169
H -0.871 -1.671 -1.918  0.208
O 3.521 -1.304 1.622  -0.942

Computed values of LUMO level (unit: hartree) for the preceding records, in sequence: -0.168 -0.123 -0.157 0.022 0.019 0.118 0.020 0.018.
Computed values of max |F| (unit: Eh/bohr) for the preceding records, in sequence: 0.12889 0.02634 0.08458 0.06900 0.03933 0.03110 0.10065 0.03413.
Computed values of total energy (unit: hartree) for the preceding records, in sequence: -858.59443 -574.18760 -465.40925 -670.09681 -1068.32104 -328.86490 -347.10249 -347.17738.